7 unconnected molecules or ions with the total composition C21H42Br6O7 at a distorted geometry. Source: the OMol25 dataset; level of theory: ωB97M-V/def2-TZVPD.

DFT total energy (eV): -457045.595
Largest force on an atom (eV/Å): 3.0
HOMO (eV): -9.54
SMILES: CCOC(C)=O.CCOC(C)=O.CCOC(C)=O.CC(C)=O.BrCCBr.BrCCBr.BrCCBr

Atoms and positions in Å:
Br1 -3.69 -0.38 4.42
Br2 -3.00 -1.59 -0.37
Br3 -4.30 2.77 0.47
Br4 -8.28 0.13 3.45
Br5 0.22 -1.01 -1.63
Br6 -0.68 0.83 2.77
O1 -1.82 6.92 3.20
O2 1.82 -2.04 5.55
O3 -5.36 3.23 -4.35
O4 -1.26 4.49 7.14
O5 -1.78 2.30 6.88
O6 -0.71 7.26 1.27
O7 -7.03 4.38 -3.27
C1 -4.84 4.86 -2.61
C2 -3.06 2.08 8.94
C3 -6.31 0.24 3.41
C4 0.43 -2.32 7.40
C5 -5.65 -0.55 4.57
C6 -1.73 3.59 6.45
C7 -2.30 5.45 1.34
C8 -2.14 3.76 5.00
C9 -9.14 3.22 -3.05
C10 -8.12 3.87 -4.01
C11 -1.60 7.85 5.40
C12 0.94 -1.59 6.23
C13 -2.60 -1.36 -2.33
C14 -1.72 1.52 1.21
C15 -1.28 8.10 3.89
C16 -1.67 2.04 8.29
C17 -3.18 1.57 1.60
C18 -1.17 -1.95 -2.68
C19 0.46 -0.12 5.94
C20 -1.54 6.67 1.96
C21 -5.75 4.06 -3.53
H1 -1.46 0.90 0.35
H2 -1.71 9.03 3.52
H3 -2.59 -0.29 -2.54
H4 -0.99 7.03 5.76
H5 -2.66 7.69 5.61
H6 -1.03 -1.86 -3.76
H7 0.58 0.64 6.71
H8 1.00 0.20 5.05
H9 -8.57 4.78 -4.39
H10 -5.19 5.89 -2.68
H11 -5.90 -1.61 4.52
H12 -3.09 1.62 9.92
H13 -3.83 4.72 -2.99
H14 -1.36 2.54 1.08
H15 -3.82 1.55 8.37
H16 -1.62 5.02 0.61
H17 -0.66 -2.31 7.38
H18 -6.11 1.31 3.45
H19 -8.72 2.29 -2.67
H20 0.77 -1.99 8.38
H21 -1.07 -2.98 -2.34
H22 -2.71 4.68 4.89
H23 -9.32 3.95 -2.26
H24 -3.33 3.13 9.03
H25 -5.99 -0.20 2.47
H26 -4.84 4.55 -1.57
H27 -3.56 0.55 1.53
H28 -1.37 3.64 4.24
H29 -3.31 1.96 2.61
H30 -5.97 -0.16 5.54
H31 -0.92 2.66 8.77
H32 -0.59 -0.19 5.66
H33 0.90 -3.30 7.39
H34 -1.24 8.68 6.02
H35 -2.53 4.73 2.13
H36 -10.04 3.17 -3.67
H37 -0.20 8.08 3.78
H38 -7.88 3.23 -4.86
H39 -2.81 2.92 4.82
H40 -1.35 1.01 8.42
H41 -3.21 5.70 0.79
H42 -3.37 -1.88 -2.90

=====

6 unconnected molecules or ions with the total composition C21H42Cl2O5 at a distorted geometry. Source: the OMol25 dataset; level of theory: ωB97M-V/def2-TZVPD.

DFT total energy (eV): -57736.408
Largest force on an atom (eV/Å): 4.1
HOMO (eV): -9.18
SMILES: C1CCOC1.C1CCOC1.C1CCOC1.C1CCOC1.C1CCOC1.ClCCl

Atoms and positions in Å:
Cl1 -0.57 -1.23 -3.58
Cl2 2.02 -1.19 -2.34
O1 1.68 -2.67 8.11
O2 2.20 2.11 -4.57
O3 -0.07 1.39 0.46
O4 -4.61 -2.63 -1.60
O5 -4.38 1.25 -1.77
C1 -3.40 -2.02 0.37
C2 -2.47 2.79 -1.52
C3 -4.77 -1.32 0.34
C4 1.82 -4.01 7.89
C5 -5.59 -2.05 -0.74
C6 2.88 -2.06 7.62
C7 2.14 1.23 1.20
C8 3.21 1.41 -5.20
C9 1.17 2.00 0.35
C10 3.93 3.64 -4.77
C11 3.23 -2.82 6.31
C12 -3.62 -3.09 -0.68
C13 -2.32 1.88 -2.79
C14 2.46 -4.17 6.49
C15 0.06 0.23 1.17
C16 0.61 -0.18 -2.86
C17 -4.00 2.47 -1.19
C18 4.48 2.27 -5.26
C19 1.21 0.40 2.13
C20 -3.27 0.67 -2.48
C21 2.42 3.49 -4.82
H1 2.44 -4.48 8.64
H2 0.27 -0.67 0.58
H3 1.57 -0.56 2.38
H4 -4.28 2.46 -0.08
H5 5.15 1.86 -4.53
H6 -4.62 -0.29 0.16
H7 2.05 3.70 -5.82
H8 -4.66 3.29 -1.58
H9 0.92 0.92 3.01
H10 -2.52 -1.44 0.10
H11 2.01 4.04 -4.02
H12 1.13 3.11 0.65
H13 -6.07 -1.34 -1.33
H14 0.99 0.58 -3.57
H15 3.20 -5.01 6.46
H16 2.74 1.92 1.75
H17 3.40 0.51 -4.65
H18 1.47 2.13 -0.69
H19 -2.38 3.82 -1.67
H20 -1.34 1.46 -3.02
H21 4.29 -2.86 5.95
H22 -6.33 -2.82 -0.39
H23 -2.72 -3.33 -1.27
H24 -3.84 -4.07 -0.22
H25 2.63 -1.01 7.48
H26 -2.73 2.41 -3.70
H27 2.93 1.04 -6.17
H28 2.68 -2.24 5.54
H29 0.90 -4.63 7.86
H30 -3.12 -2.42 1.41
H31 -5.17 -1.37 1.33
H32 -2.64 -0.12 -1.94
H33 2.82 0.65 0.60
H34 4.23 3.72 -3.70
H35 -0.98 0.08 1.55
H36 4.24 4.59 -5.28
H37 -1.89 2.36 -0.69
H38 1.71 -4.39 5.82
H39 -3.70 0.22 -3.36
H40 4.91 2.26 -6.27
H41 3.63 -2.12 8.36
H42 0.23 0.30 -1.95

=====

A molecular structure, C21H42Cl6O18 at a distorted geometry. Source: the OMol25 dataset; level of theory: ωB97M-V/def2-TZVPD.

DFT total energy (eV): -134416.410
Largest force on an atom (eV/Å): 16.7
HOMO (eV): -8.73

Atoms and positions in Å:
Cl1 -2.90 4.31 -0.21
Cl2 -0.99 -0.74 5.45
Cl3 -4.17 3.11 -4.28
Cl4 -3.12 1.05 -2.29
Cl5 1.00 -1.37 3.53
Cl6 -0.15 3.76 -0.56
O1 -0.50 -0.42 0.69
O2 0.06 -5.62 -2.03
O3 0.83 2.63 -3.99
O4 2.02 3.42 -1.71
O5 0.34 -3.36 -2.18
O6 -1.27 2.55 4.44
O7 2.23 3.27 0.59
O8 2.20 -4.76 -1.91
O9 -0.32 0.78 -3.75
O10 1.23 -6.01 3.18
O11 -1.79 0.42 -0.99
O12 1.83 -3.97 2.26
O13 -1.39 1.06 2.74
O14 3.38 -5.18 3.19
O15 -1.29 2.76 -3.21
O16 1.73 1.49 -0.59
O17 0.26 2.62 2.84
O18 0.07 -0.77 -1.47
C1 -4.56 1.83 -3.04
C2 0.95 -4.59 -2.01
C3 -1.72 3.65 -1.38
C4 -0.36 2.14 -3.64
C5 2.69 4.59 0.60
C6 -1.42 0.03 -3.30
C7 -2.53 2.17 4.97
C8 0.61 -1.05 1.26
C9 -1.31 -5.38 -2.45
C10 0.92 2.10 1.64
C11 2.03 -5.09 2.99
C12 0.57 -0.24 4.81
C13 -0.86 2.00 3.30
C14 -2.54 1.16 -0.05
C15 3.90 -6.26 3.99
C16 1.09 -2.17 -2.35
C17 -0.68 -0.30 -0.66
C18 1.98 2.78 -0.64
C19 0.96 4.04 -4.11
C20 1.45 0.76 -1.78
C21 0.54 -3.69 1.65
H1 1.83 -2.34 -3.14
H2 -1.93 2.00 0.30
H3 -0.31 -3.80 2.34
H4 1.57 -0.72 0.85
H5 1.01 1.01 1.59
H6 -1.92 2.59 -1.55
H7 0.47 -2.68 1.25
H8 -3.38 2.33 4.30
H9 -1.93 -6.23 -2.15
H10 4.97 -6.32 3.82
H11 -5.20 2.37 -2.34
H12 -2.79 0.51 0.79
H13 -1.80 -4.60 -1.88
H14 1.31 -0.30 5.61
H15 1.94 2.48 1.63
H16 -5.21 1.17 -3.61
H17 1.84 -0.25 -1.71
H18 1.66 -1.94 -1.45
H19 0.25 4.41 -4.85
H20 -3.49 1.52 -0.45
H21 1.94 4.17 -4.57
H22 2.80 4.92 1.63
H23 1.02 4.61 -3.18
H24 0.52 -0.94 2.34
H25 3.63 4.64 0.06
H26 2.03 1.10 -2.63
H27 0.69 -2.13 1.17
H28 -2.74 2.74 5.88
H29 -1.50 0.24 -2.23
H30 -2.49 1.18 5.41
H31 -1.57 -5.10 -3.47
H32 0.43 0.75 4.37
H33 0.43 0.67 -2.14
H34 0.30 -4.31 0.79
H35 -1.57 4.38 -2.17
H36 3.62 -6.24 5.04
H37 -2.33 0.48 -3.69
H38 0.44 -1.32 -2.56
H39 0.42 2.54 0.78
H40 -1.39 -1.06 -3.41
H41 1.89 5.14 0.12
H42 3.50 -7.18 3.57

=====

3 unconnected molecules or ions with the total composition C21H42INO4 at a distorted geometry. Source: the OMol25 dataset; level of theory: ωB97M-V/def2-TZVPD.

DFT total energy (eV): -40231.936
Largest force on an atom (eV/Å): 4.8
HOMO (eV): -8.78
SMILES: C=CC[C@H](CON=O)OC(=O)[C@@H](I)CC.CCCCCC.CCCCCC

Atoms and positions in Å:
I1 -4.48 -4.10 5.23
O1 -2.61 -5.22 1.34
O2 -3.21 -7.71 0.48
O3 -3.56 -6.16 3.25
O4 -5.02 -8.03 1.39
N1 -3.91 -8.50 1.36
C1 1.71 -0.33 0.55
C2 1.50 6.52 -1.03
C3 2.18 0.65 -0.53
C4 0.15 2.20 -0.46
C5 0.07 -4.02 1.41
C6 0.46 6.79 -2.10
C7 1.95 5.91 -4.72
C8 -2.82 -2.55 3.12
C9 2.07 0.07 1.98
C10 1.67 2.09 -0.38
C11 -0.25 -5.41 0.64
C12 1.01 6.40 -5.81
C13 -1.46 -6.10 1.46
C14 0.11 5.55 -2.93
C15 1.27 4.95 -3.73
C16 -2.90 -1.91 1.63
C17 -1.83 -7.55 0.89
C18 0.66 -3.98 2.72
C19 -3.94 -3.74 3.13
C20 -3.33 -5.13 2.56
C21 3.57 0.14 2.23
H1 -0.21 1.82 -1.42
H2 2.79 5.38 -5.19
H3 1.60 1.02 2.24
H4 2.02 2.52 0.57
H5 0.24 -4.53 3.62
H6 2.03 4.56 -3.04
H7 -0.34 1.65 0.34
H8 3.27 0.67 -0.56
H9 4.04 -0.82 2.02
H10 -3.85 -1.26 1.50
H11 -0.15 3.25 -0.38
H12 1.58 -3.30 2.82
H13 1.64 -0.68 2.66
H14 -0.45 7.16 -1.62
H15 -2.98 -2.76 0.86
H16 0.89 4.08 -4.28
H17 1.55 7.05 -6.50
H18 2.46 6.20 -1.45
H19 0.71 -6.03 0.75
H20 0.62 -0.45 0.48
H21 -0.21 -3.02 0.92
H22 0.18 6.97 -5.40
H23 1.16 5.74 -0.34
H24 1.69 7.43 -0.45
H25 -0.28 4.78 -2.26
H26 2.38 6.76 -4.19
H27 -1.83 -3.06 3.32
H28 -1.47 -8.34 1.64
H29 3.76 0.39 3.27
H30 -0.71 5.81 -3.61
H31 -4.89 -3.42 2.56
H32 0.81 7.60 -2.75
H33 -0.48 -5.25 -0.46
H34 -1.96 -1.31 1.41
H35 -1.15 -6.11 2.55
H36 0.60 5.56 -6.38
H37 -3.04 -1.74 3.90
H38 -1.19 -7.71 -0.06
H39 1.86 0.27 -1.51
H40 2.11 2.70 -1.17
H41 4.04 0.90 1.61
H42 2.14 -1.31 0.33

=====

2 unconnected molecules or ions with the total composition C21H42N3O7SSi at a distorted geometry. Source: the OMol25 dataset; level of theory: ωB97M-V/def2-TZVPD.

DFT total energy (eV): -59964.564
Largest force on an atom (eV/Å): 5.9
HOMO (eV): -12.55
Charge: +1

Atoms and positions in Å:
S1 -1.86 -5.39 0.72
Si1 -2.42 0.30 2.23
O1 -2.56 -5.99 1.80
O2 -3.21 1.38 1.14
O3 -2.83 -4.30 0.02
O4 -2.11 0.19 -3.95
O5 -0.56 -4.81 0.86
O6 -1.81 -6.44 -0.51
O7 2.09 3.88 -1.22
N1 -0.22 -0.42 -2.77
N2 -1.16 2.26 -1.33
N3 0.82 3.45 -1.10
C1 -0.16 4.06 -0.26
C2 -3.10 2.76 1.53
C3 3.02 2.78 -1.43
C4 -1.41 3.33 -0.41
C5 -0.32 -1.61 -1.89
C6 -2.09 1.20 -1.79
C7 3.08 1.74 -0.22
C8 -3.48 -0.01 3.78
C9 -0.66 0.82 2.75
C10 0.15 2.43 -1.69
C11 -2.90 -4.57 -1.38
C12 4.59 1.68 0.26
C13 -2.25 -1.37 1.27
C14 3.75 1.05 2.70
C15 -2.75 3.68 0.31
C16 -1.47 0.28 -2.92
C17 5.09 -0.72 1.32
C18 0.41 -0.73 -4.08
C19 4.85 0.84 1.57
C20 -2.77 -6.07 -1.50
C21 2.66 0.28 -0.67
H1 -2.73 4.77 0.62
H2 -3.71 -6.57 -1.27
H3 -4.22 -0.85 3.63
H4 -2.42 -2.23 1.96
H5 2.45 -0.31 0.28
H6 4.12 -1.24 1.58
H7 3.49 -0.19 -1.25
H8 5.22 -0.91 0.21
H9 -0.77 1.54 3.61
H10 0.21 0.02 -4.88
H11 -4.13 3.07 1.88
H12 3.87 2.09 3.12
H13 5.27 1.38 -0.59
H14 -1.36 -2.04 -1.82
H15 -2.06 -4.06 -1.86
H16 -2.97 -1.34 0.40
H17 2.38 2.13 0.57
H18 4.05 3.26 -1.51
H19 5.82 1.22 2.01
H20 1.53 -0.75 -3.89
H21 0.32 -2.41 -2.36
H22 5.94 -1.13 1.92
H23 2.88 2.25 -2.42
H24 -2.43 -6.38 -2.49
H25 -0.09 -0.10 3.01
H26 -3.10 1.57 -2.08
H27 1.72 0.23 -1.28
H28 2.71 0.82 2.37
H29 -0.21 1.40 1.90
H30 0.73 1.82 -2.42
H31 -2.25 0.51 -0.90
H32 3.99 0.34 3.55
H33 -3.58 3.60 -0.46
H34 0.13 -1.44 -0.86
H35 -3.84 -4.20 -1.80
H36 -1.22 -1.34 0.81
H37 -4.06 0.90 4.09
H38 -2.77 -0.28 4.61
H39 -2.38 2.96 2.37
H40 4.88 2.75 0.50
H41 0.13 -1.77 -4.43
H42 0.02 4.94 0.40

=====

3 unconnected molecules or ions with the total composition C21H42N5O at a distorted geometry. Source: the OMol25 dataset; level of theory: ωB97M-V/def2-TZVPD.

DFT total energy (eV): -31945.969
Largest force on an atom (eV/Å): 4.6
HOMO (eV): -10.48
Charge: +1

Atoms and positions in Å:
O1 4.79 -1.20 -0.27
N1 1.31 0.81 1.37
N2 -6.89 0.90 -1.32
N3 4.02 -0.01 3.87
N4 -7.53 -1.40 -2.05
N5 -5.24 -0.66 -1.34
C1 -1.30 1.07 0.98
C2 2.14 -0.54 -2.51
C3 4.20 -0.04 -0.88
C4 3.73 -0.29 -2.40
C5 5.83 2.57 2.39
C6 -6.63 -0.52 -1.64
C7 -5.17 -0.16 0.05
C8 6.88 1.52 2.05
C9 -4.57 -1.95 -1.67
C10 -1.76 2.47 1.41
C11 4.16 -1.56 0.97
C12 5.21 2.36 3.78
C13 -1.50 2.75 2.89
C14 -2.06 -2.56 -2.17
C15 4.54 1.03 3.83
C16 0.43 -2.38 -1.56
C17 1.73 -1.50 -1.31
C18 -3.08 -1.99 -1.08
C19 -0.74 -1.64 -2.33
C20 0.17 0.92 1.20
C21 -5.96 1.23 -0.18
H1 5.04 0.73 -0.97
H2 -2.83 2.57 1.21
H3 -1.87 3.74 3.16
H4 -0.49 -1.63 -3.44
H5 -5.20 1.98 -0.58
H6 -5.91 -0.78 0.66
H7 -5.10 -2.87 -1.28
H8 6.46 0.52 2.01
H9 -1.52 0.92 -0.08
H10 -4.19 -0.10 0.59
H11 -2.53 -2.80 -3.16
H12 -7.57 -2.38 -1.77
H13 3.94 0.67 -2.96
H14 -6.76 1.51 -2.13
H15 4.47 3.14 3.98
H16 7.69 1.52 2.78
H17 5.98 2.41 4.55
H18 7.32 1.73 1.07
H19 6.29 3.56 2.35
H20 2.59 -2.23 -1.18
H21 -3.09 -2.60 -0.13
H22 -0.95 -0.59 -1.97
H23 4.93 -2.00 1.69
H24 3.38 -2.38 0.84
H25 1.61 -0.85 -0.37
H26 -8.24 -1.07 -2.70
H27 1.65 0.48 -2.47
H28 -2.01 2.01 3.52
H29 -1.83 0.30 1.55
H30 -1.70 -3.56 -1.75
H31 -2.70 -0.96 -0.79
H32 3.39 0.45 -0.27
H33 -1.24 3.23 0.81
H34 4.32 -1.10 -2.92
H35 0.75 -3.35 -2.02
H36 0.01 -2.63 -0.53
H37 5.05 2.55 1.63
H38 -0.44 2.72 3.12
H39 3.65 -0.71 1.50
H40 1.92 -0.98 -3.53
H41 -4.46 -1.97 -2.80
H42 -6.53 1.53 0.74

=====

no.,HOMO-LUMO gap (eV)
1,9.8
2,9.7
3,9.0
4,8.7
5,10.0
6,6.0